Molecular formula: C5H7NS
Method: DFT, ωB97M-V with the def2-TZVPD basis set

Orbital gap in eV: 7.89
Spin multiplicity: 1
Maximum force in Eh/bohr: 0.0451
DFT total energy in a.u.: -647.61254
Energy relative to the best compared isomer or geometry (same formula, charge and spin) in eV: 1.211
SMILES: C=C/C(C=S)=C\N

```
14
Properties=species:S:1:pos:R:3:forces:R:3
C 1.257 0.454 0.555 0.35 0.36 0.22
C 0.024 0.438 -0.010 -0.68 -0.33 -0.26
C -0.828 -0.787 0.043 0.57 1.02 -0.26
C -1.727 -1.151 -0.860 -0.24 -0.08 -0.05
C -0.496 1.633 -0.629 1.44 0.33 0.22
H 2.757 -0.489 1.505 2.10 0.25 0.89
H 1.501 -1.520 1.068 0.02 0.07 0.00
H 1.809 1.401 0.572 -0.20 -0.34 -0.06
H -0.703 -1.376 0.930 -0.02 -0.46 0.42
H -1.908 -0.584 -1.769 0.07 -0.08 0.10
H -2.339 -2.027 -0.687 0.00 0.01 -0.10
H -1.509 1.548 -0.927 -1.04 0.00 -0.28
N 1.876 -0.589 1.136 -2.10 -0.34 -0.92
S 0.286 3.050 -0.927 -0.29 -0.41 0.10
```
Forces are in eV/Å.